Record 1
Density functional theory data (ωB97M-V/def2-TZVPD) for a structure of composition C24H39I2NOSb2W.

Results
LUMO (alpha / beta) (eV): -13.9213 / -14.0219
Kohn-Sham gap (alpha / beta) (eV): 4.6 / 4.5
Largest force on an atom (eV Å⁻¹): 0.713
ΔE to the lowest compared entry with this formula, charge and spin (kJ/mol): 42.4
Total charge: +4

XYZ file:
```
70
Properties=species:S:1:pos:R:3:forces:R:3
W -0.65910 0.11535 -0.32518 -0.21 -0.68 -0.07
C 2.61167 2.28314 0.97111 -0.04 0.10 -0.09
C 2.29208 0.94956 0.39221 0.07 -0.27 0.07
C 1.57623 0.78186 -0.81663 0.34 -0.09 -0.18
C 1.45169 -0.52876 -1.38803 0.40 0.14 -0.06
C 1.98886 -1.63109 -0.73743 -0.09 0.26 0.16
C 2.71884 -1.45743 0.46114 -0.09 0.20 -0.09
C 2.85588 -0.19935 1.01178 -0.12 -0.04 -0.16
H 2.03031 3.09164 0.53041 0.04 -0.05 0.05
H 3.66801 2.49541 0.76744 -0.01 0.01 0.00
H 2.51016 2.28924 2.05742 -0.03 0.00 0.00
H 1.47362 1.65502 -1.46068 -0.11 -0.07 0.11
H 1.09155 -0.65045 -2.40479 -0.03 0.05 0.07
H 1.91716 -2.61651 -1.17961 0.01 0.00 -0.04
H 3.19234 -2.31383 0.92455 0.04 -0.01 0.04
H 3.44902 -0.05777 1.90794 0.04 -0.04 0.03
C -0.32832 0.36368 -4.31284 -0.04 -0.01 0.00
Sb -1.22559 1.47341 -2.74060 0.06 0.05 -0.12
C -3.20335 1.73931 -3.43584 -0.04 -0.04 0.02
C -0.35072 3.39765 -3.12812 0.08 0.01 -0.01
C -1.16222 4.57657 -2.69115 -0.01 0.05 0.11
C -1.99297 5.20872 -3.61396 0.06 0.02 0.12
C -2.71386 6.34029 -3.26195 0.01 0.04 0.12
C -2.60374 6.86144 -1.97719 0.01 -0.05 -0.10
C -1.77849 6.24229 -1.04993 -0.06 -0.01 -0.09
C -1.05695 5.09980 -1.38964 0.00 -0.05 -0.13
C -0.16959 4.47248 -0.37029 -0.01 -0.15 0.04
Sb -1.13574 2.75637 0.57164 -0.08 0.42 0.14
C -3.16977 3.26288 0.30295 -0.05 0.02 0.00
C -0.82683 3.11651 2.64197 -0.05 0.01 -0.01
H -0.73144 0.77808 -5.23653 0.01 -0.02 -0.05
H -0.57154 -0.69570 -4.26172 0.00 -0.01 0.01
H 0.75173 0.50835 -4.31053 -0.02 0.00 -0.01
H -3.11452 2.45170 -4.25597 -0.06 0.00 -0.01
H -3.86410 2.15202 -2.67789 0.00 -0.02 -0.03
H -3.59470 0.79738 -3.81831 0.01 0.09 0.01
H -0.26331 3.36667 -4.21630 -0.01 0.02 0.00
H 0.66529 3.38784 -2.73230 0.00 0.03 0.01
H -2.04186 4.84707 -4.63356 0.00 -0.03 -0.04
H -3.33604 6.82955 -3.99814 -0.03 0.03 0.00
H -3.14123 7.75930 -1.70675 -0.01 0.02 0.00
H -1.67174 6.67170 -0.06138 0.00 0.02 0.04
H -0.02191 5.11459 0.49918 0.04 0.08 -0.05
H 0.80546 4.17369 -0.74775 -0.01 0.00 -0.03
H -3.73180 2.97751 1.19033 -0.01 0.02 -0.02
H -3.59128 2.78534 -0.58046 0.02 0.01 0.05
H -3.21381 4.34372 0.16954 -0.02 -0.01 0.01
H -1.67742 3.70716 2.98364 0.05 0.01 0.03
H 0.08781 3.69353 2.76476 0.01 0.01 0.01
H -0.75646 2.20376 3.22659 -0.02 -0.02 0.00
I -3.16551 -0.20749 1.14443 -0.14 0.10 -0.15
C -2.08172 -0.82766 2.85573 -0.02 -0.04 0.13
I -0.02659 -0.70187 2.31219 0.12 -0.04 -0.09
H -2.31667 -1.86379 3.07920 -0.04 0.03 0.04
H -2.29041 -0.16267 3.68912 -0.01 -0.03 -0.01
C -3.50775 -4.27227 -2.09190 0.06 0.08 0.02
N -2.96651 -2.89962 -1.90742 0.12 -0.06 0.10
C -3.78686 -1.83022 -2.48770 0.12 0.12 0.05
C -1.85671 -2.70123 -1.27262 -0.10 -0.02 -0.30
C -1.06238 -3.81596 -0.68071 -0.10 0.04 0.06
O -1.34621 -1.48351 -1.18268 0.08 0.04 0.33
H -4.22711 -4.23238 -2.90486 0.00 -0.05 0.03
H -4.00639 -4.59212 -1.17748 -0.01 -0.04 -0.03
H -2.70605 -4.95634 -2.35692 -0.05 -0.03 0.01
H -4.78137 -1.88461 -2.04421 0.01 0.03 -0.02
H -3.87402 -2.00148 -3.56055 0.01 0.02 0.01
H -3.33121 -0.85840 -2.29642 -0.13 -0.18 0.00
H -0.59594 -4.40585 -1.47470 0.00 0.00 -0.01
H -1.69941 -4.49066 -0.10853 0.01 -0.03 0.00
H -0.28425 -3.41463 -0.03567 -0.03 -0.02 -0.01
```
Forces are in eV/Å.

Record 2
Density functional theory data (ωB97M-V/def2-TZVPD) for a structure of composition C24H39InN4O3S2 at a distorted geometry.

Results
LUMO (eV): -4.9887
Kohn-Sham gap (eV): 8.4
Largest force on an atom (eV Å⁻¹): 2.615
ΔE to the lowest compared entry with this formula, charge and spin (kJ/mol): 68.5
Total charge: +2

XYZ file:
```
73
Properties=species:S:1:pos:R:3:forces:R:3
In -0.12863 -0.22049 0.23665 -0.15 -0.35 -0.33
N 2.32290 0.01066 1.07291 -0.44 0.30 -0.02
C 3.22676 -1.03518 0.57911 0.02 -0.44 -0.20
C 2.43306 -2.22221 0.03371 0.29 0.13 0.34
N 1.43018 -1.85821 -0.96824 -0.31 0.17 0.29
C 2.02364 -1.31306 -2.18904 0.06 0.41 -0.09
C 2.12585 0.21842 -2.17754 0.30 -0.36 -0.16
N 0.86712 0.81287 -1.73517 -0.57 -0.01 0.68
C 0.59223 -3.02929 -1.24872 -0.37 -0.28 -0.29
C -0.71299 -2.69661 -1.96735 0.26 -0.24 -0.02
N -1.51982 -1.80607 -1.14186 0.03 0.15 0.19
H 2.27823 -0.00882 2.08593 -0.08 0.04 0.00
H 2.65956 0.93673 0.83173 0.04 -0.01 0.10
H 3.87926 -0.63631 -0.19551 0.04 0.04 0.09
H 3.87363 -1.41499 1.37464 -0.01 0.10 -0.09
H 3.13856 -2.96300 -0.36550 -0.08 -0.02 0.04
H 1.89835 -2.67598 0.87186 0.03 -0.11 -0.04
H 3.02205 -1.73036 -2.36054 -0.05 -0.04 -0.05
H 1.40144 -1.59782 -3.03855 0.08 -0.04 0.03
H 2.91020 0.55523 -1.50286 -0.03 0.04 -0.08
H 2.39629 0.54533 -3.18771 0.00 0.03 0.15
H 0.98218 1.80802 -1.56564 -0.11 0.00 -0.12
H 0.14480 0.70302 -2.44311 0.03 0.13 0.03
H 1.14662 -3.76922 -1.83787 0.01 -0.05 0.10
H 0.32467 -3.48525 -0.29140 0.12 -0.06 -0.03
H -0.52114 -2.20133 -2.92109 -0.05 -0.10 -0.02
H -1.22988 -3.64034 -2.17795 0.11 0.12 -0.09
H -2.27194 -1.39134 -1.68370 0.05 0.07 0.08
H -1.97439 -2.33132 -0.39769 -0.03 0.07 0.08
O -0.41173 1.66160 1.76451 0.31 -0.26 -0.44
S -0.90285 2.89652 2.48489 -1.12 0.24 0.16
C -2.09588 3.73667 1.35741 0.37 -0.22 -0.04
C -1.54067 4.00665 -0.02877 0.11 0.10 -0.03
C -2.66700 4.28900 -1.03349 0.23 -0.06 0.08
C -3.52710 3.08125 -1.39511 0.47 -0.03 -0.19
S -2.52479 1.68323 -2.04762 -1.27 0.13 0.00
O -1.92914 1.01981 -0.82846 0.44 -0.08 0.59
C -3.89981 0.60081 -2.50110 0.35 0.17 -0.14
C -4.50055 -0.17970 -1.52519 0.04 0.10 0.26
C -5.52009 -1.04741 -1.88428 0.06 0.03 -0.01
C -5.91880 -1.13116 -3.21084 -0.05 0.04 -0.02
C -5.31799 -0.33876 -4.17796 -0.03 -0.03 0.00
C -4.29730 0.53110 -3.82774 0.09 0.07 0.04
C -2.22824 2.37096 3.60008 0.34 0.24 0.02
C -3.06838 1.32420 3.26020 0.10 -0.14 -0.23
C -4.16927 1.05225 4.05456 0.04 -0.01 -0.06
C -4.42800 1.83210 5.17360 0.07 0.07 0.02
C -3.57199 2.86869 5.51467 -0.09 -0.03 -0.01
C -2.46296 3.14103 4.72765 0.19 0.04 -0.07
H -2.35931 4.65742 1.87793 -0.08 0.01 0.07
H -2.97190 3.09249 1.30773 0.02 -0.05 0.10
H -0.96675 3.13689 -0.35325 0.06 0.07 0.01
H -0.86494 4.86234 -0.00986 0.02 0.00 0.02
H -2.23141 4.70102 -1.94509 -0.02 0.03 -0.01
H -3.32315 5.05907 -0.62004 -0.05 0.00 -0.11
H -4.21471 3.34541 -2.19745 -0.10 -0.10 -0.05
H -4.09615 2.69243 -0.55201 -0.03 -0.20 -0.02
H -4.16856 -0.10016 -0.49672 -0.01 -0.05 0.03
H -6.00417 -1.65346 -1.13221 0.00 -0.03 0.04
H -6.70947 -1.81076 -3.49087 -0.05 -0.05 -0.02
H -5.64160 -0.40440 -5.20531 -0.01 0.01 -0.08
H -3.81829 1.14920 -4.57246 0.05 0.04 -0.14
H -2.86378 0.73857 2.37164 -0.06 -0.01 -0.02
H -4.83558 0.24568 3.78723 -0.03 -0.08 0.01
H -5.30069 1.63436 5.77708 -0.04 -0.03 0.07
H -3.77420 3.47261 6.38612 0.01 0.03 0.07
H -1.79140 3.95027 4.97728 0.03 0.08 0.09
C -0.33378 -1.21025 3.29041 -0.11 -0.11 0.90
C -1.12521 -1.31586 2.05911 1.50 1.07 -1.86
O -2.15135 -1.84915 1.82464 -1.03 -0.67 0.27
H -0.90547 -1.51612 4.16772 0.04 0.01 0.08
H 0.02363 -0.18467 3.38698 -0.03 -0.05 0.07
H 0.53310 -1.86751 3.18125 0.02 -0.02 -0.02
```
Forces are in eV/Å.

Record 3
Density functional theory data (ωB97M-V/def2-TZVPD) for a cluster of 2 separate species, C24H39N2O5S in total.

Results
LUMO (eV): -2.7724
Kohn-Sham gap (eV): 7.7
Largest force on an atom (eV Å⁻¹): 0.902
Total charge: +1

XYZ file:
```
71
Properties=species:S:1:pos:R:3:forces:R:3
C -3.31344 0.74107 0.93144 -0.17 0.19 -0.15
C -2.72703 1.62405 -0.17079 0.09 -0.23 0.85
S -1.19867 1.02455 -0.92393 -0.15 0.03 -0.75
C 0.10215 1.22635 0.30514 0.27 -0.39 0.75
C 0.50565 -0.08798 0.93679 -0.04 -0.14 -0.12
C -0.14902 -0.54143 2.08367 0.59 -0.28 -0.27
C 0.23111 -1.73526 2.69071 0.09 0.18 -0.22
O -0.38899 -2.16677 3.83048 0.21 0.02 -0.02
C -0.25930 -1.25606 4.93675 0.03 -0.11 -0.16
C 1.19262 -1.00622 5.37594 -0.25 0.27 0.40
N 1.52492 0.40758 5.53778 0.33 -0.12 -0.22
C 2.31038 0.94618 4.43715 -0.07 0.07 0.04
C 2.53374 2.43561 4.58750 0.21 0.36 -0.34
C 2.72289 3.14161 3.23036 0.02 0.03 0.07
O 3.67666 2.61543 5.41822 -0.10 -0.05 -0.03
C 1.26727 -2.53414 2.16098 -0.14 -0.09 -0.29
C 1.61923 -3.81939 2.86267 0.10 0.56 0.06
C 1.91834 -2.07655 1.00973 -0.65 0.47 0.40
C 1.54364 -0.85571 0.40384 -0.20 -0.32 0.40
C 2.29572 -0.45668 -0.81105 -0.03 -0.38 0.38
O 1.79612 0.11819 -1.75101 -0.23 0.52 -0.44
C 3.71919 -0.85505 -0.81326 0.27 0.16 0.04
C 4.09065 -1.98848 -0.23311 0.09 0.38 -0.05
C 3.03767 -2.83574 0.37705 -0.12 0.55 0.07
O 3.06735 -4.03187 0.31394 0.17 -0.88 0.07
H -3.21028 -0.31676 0.71100 0.07 -0.12 -0.01
H -2.87012 0.95912 1.89749 0.17 -0.09 0.10
H -4.37441 0.96521 1.02619 -0.12 -0.01 0.07
H -2.56841 2.61805 0.23771 0.02 0.24 -0.20
H -3.45330 1.69610 -0.97325 0.11 0.08 -0.34
H -0.17895 1.92188 1.09389 -0.34 0.09 -0.06
H 0.96740 1.65085 -0.18294 -0.02 0.21 -0.28
H -0.93888 0.06322 2.49861 -0.11 -0.02 0.16
H -0.81552 -1.69928 5.75416 -0.20 -0.17 -0.04
H -0.75274 -0.32171 4.66952 0.03 0.21 0.05
H 1.35030 -1.51316 6.32604 0.03 -0.10 0.11
H 1.88825 -1.46171 4.67743 0.05 -0.01 -0.21
H 0.68951 0.96652 5.64448 -0.09 -0.03 0.13
H 1.86476 0.74493 3.45371 -0.13 -0.02 -0.04
H 3.29934 0.48872 4.43793 0.07 -0.16 0.01
H 1.66709 2.88674 5.07933 -0.15 -0.06 0.12
H 2.69781 2.45426 2.38756 0.00 -0.13 -0.06
H 1.96286 3.90157 3.06644 -0.13 0.04 -0.04
H 3.68506 3.64553 3.19907 0.15 0.03 0.02
H 3.87243 3.55628 5.43389 0.08 0.04 0.15
H 0.91282 -4.60373 2.61193 -0.04 -0.16 -0.06
H 2.62036 -4.13610 2.61005 0.08 -0.21 -0.08
H 1.56566 -3.64986 3.93208 -0.08 -0.12 0.19
H 4.40933 -0.18513 -1.30252 0.09 -0.03 -0.24
H 5.11969 -2.30915 -0.22064 0.07 -0.30 -0.08
C -3.19217 1.50987 -5.76601 -0.25 -0.07 0.01
N -2.87064 0.04331 -5.79451 -0.02 0.06 -0.02
C -3.39833 -0.51731 -7.07571 0.04 -0.06 0.08
C -3.54578 -0.63253 -4.65003 0.01 0.04 0.00
C -1.37924 -0.21874 -5.76910 0.06 0.10 -0.02
C -0.65215 0.20537 -4.51752 0.04 0.21 0.29
O -0.76805 1.60504 -4.34275 0.04 -0.16 -0.02
H -4.23638 1.62370 -6.05193 0.02 -0.03 -0.04
H -3.04397 1.89088 -4.76466 0.19 0.05 -0.02
H -2.54965 2.02335 -6.47360 0.04 0.04 0.03
H -4.47200 -0.35559 -7.10920 -0.01 0.00 -0.02
H -3.17882 -1.58141 -7.11050 0.00 0.00 -0.03
H -2.91520 -0.00480 -7.90320 -0.01 -0.01 -0.02
H -3.20405 -0.18510 -3.72131 0.02 -0.02 0.01
H -3.30075 -1.69172 -4.67338 -0.02 -0.01 0.02
H -4.61866 -0.49115 -4.75342 -0.01 -0.02 0.00
H -0.97214 0.29232 -6.64117 0.00 0.01 0.00
H -1.26229 -1.29405 -5.89914 0.03 -0.01 -0.04
H 0.39891 -0.07153 -4.64049 -0.04 -0.18 -0.06
H -1.02742 -0.32493 -3.63625 0.06 -0.06 -0.02
H -0.34013 1.81938 -3.50225 -0.09 0.08 0.06
```
Forces are in eV/Å.

Record 4
Density functional theory data (ωB97M-V/def2-TZVPD) for a cluster of 3 separate species, C24H39N3O9P in total at a distorted geometry.

Results
LUMO (eV): -3.7693
Kohn-Sham gap (eV): 6.8
Largest force on an atom (eV Å⁻¹): 7.747
Total charge: +1

XYZ file:
```
76
Properties=species:S:1:pos:R:3:forces:R:3
O 1.01605 0.66897 3.01419 -5.20 -0.17 -0.71
C -0.24089 0.62063 2.91089 4.10 0.22 0.13
C -0.97965 0.77710 1.47079 0.20 -0.19 0.88
C -2.30729 -0.13248 1.51184 2.62 -1.52 1.67
C -2.03852 -1.59911 0.84763 -2.03 1.22 -0.49
O -0.81187 -2.12336 1.39579 -2.91 1.12 1.00
N 0.00740 -2.65803 0.43440 2.49 0.48 -2.24
O 0.53035 -1.81595 -0.21643 -1.03 -1.40 0.79
C -3.34956 -2.47264 1.15221 -0.03 -0.14 0.48
C -3.18952 -4.05052 0.92690 -0.81 0.27 -0.24
C -2.44840 -4.48007 -0.43111 -0.42 -0.85 0.69
C -1.35610 -5.65448 -0.22690 1.52 -1.38 -3.96
O -0.94320 -6.20605 -1.29189 -1.78 1.96 4.03
N -0.81688 -6.06972 1.07933 0.43 0.95 -0.47
C 0.56500 -5.59949 1.30082 4.55 1.67 1.10
C 0.95920 -5.02174 2.70379 2.07 0.04 -2.17
C 2.36342 -4.46613 3.01408 -0.27 -1.10 -3.28
C 3.49039 -4.43994 1.92107 -3.97 -1.69 -0.89
C 3.12806 -5.04452 0.53638 -2.16 0.49 2.85
C 1.69679 -5.60693 0.23341 0.79 1.15 2.77
C -4.56951 -1.79067 0.34248 1.57 0.56 0.30
C -4.78651 -0.32430 0.99999 -2.90 -1.99 -1.16
N -3.54864 0.53311 0.98334 0.74 0.09 0.40
P -3.95369 2.00157 1.97062 -4.91 5.02 3.27
O -5.47870 2.11872 2.18984 4.71 -0.80 -1.27
O -3.25882 1.94462 3.51295 -0.02 -0.37 -3.19
O -3.38443 3.40223 1.15196 0.08 -4.21 0.71
H -0.84316 0.47391 3.89005 0.37 0.21 -1.60
H -1.16776 1.89756 1.34999 0.08 -1.37 0.18
H -0.22384 0.47843 0.66550 -1.17 0.39 1.08
H -2.50001 -0.35906 2.63128 -0.01 0.47 -1.78
H -2.01040 -1.43100 -0.29415 0.53 -0.39 1.59
H -3.59733 -2.32334 2.27473 0.40 -0.30 -1.67
H -2.72985 -4.50636 1.86492 -0.27 0.58 -1.49
H -4.26289 -4.47912 0.86315 1.67 0.70 0.26
H -1.98382 -3.61109 -1.01401 -0.42 -1.34 0.93
H -3.24508 -4.94001 -1.12979 1.49 0.68 0.99
H -0.91144 -7.08482 1.24247 0.16 0.75 -0.49
H 0.17909 -5.00459 3.53509 1.16 -0.07 -1.35
H 2.61093 -4.05505 4.05119 -0.57 -0.71 -1.68
H 4.53188 -3.99661 2.13065 -1.95 -0.87 -0.35
H 3.94354 -5.04453 -0.26464 -1.53 -0.13 1.18
H 1.51731 -6.02190 -0.80896 0.11 0.61 1.63
H -4.30550 -1.68474 -0.78029 -0.50 -0.25 1.72
H -5.50270 -2.43300 0.45444 1.11 1.15 -0.10
H -5.22980 -0.48537 2.04087 1.14 0.64 -1.27
H -5.58546 0.23662 0.39575 1.26 -0.68 1.05
H -3.35515 0.82351 0.00609 -0.23 -0.10 0.44
H -3.85734 2.33502 4.19270 0.03 -0.30 -0.88
H -2.80912 3.12163 0.39702 -0.32 0.74 0.63
C 3.25436 0.84684 -1.96128 -0.01 -0.12 -0.43
C 3.67242 2.11459 -1.24814 0.33 0.10 0.33
C 2.33916 2.78526 -0.98782 -0.18 0.43 -0.17
O 1.36921 1.73577 -0.83285 -0.02 -0.23 -0.02
C 1.96183 0.49714 -1.25116 -0.01 -0.09 0.22
H 3.99684 0.04876 -1.91061 -0.09 0.04 0.01
H 3.05500 1.06298 -3.01612 0.03 -0.05 0.07
H 4.15610 1.86303 -0.29840 -0.02 0.04 -0.06
H 4.35657 2.73849 -1.82484 -0.15 0.01 0.03
H 2.03285 3.40151 -1.83673 0.14 -0.01 0.10
H 2.35166 3.40919 -0.09089 -0.09 -0.08 -0.01
H 2.15151 -0.10220 -0.35493 0.08 -0.03 -0.08
H 1.26365 -0.04610 -1.89240 -0.04 0.07 0.06
C 2.13874 7.14303 -3.54239 -0.38 0.21 0.22
C 3.63081 7.37102 -3.63468 0.30 0.13 -0.34
C 4.17547 6.24436 -2.77936 0.17 -0.10 0.31
O 3.24836 5.15401 -2.88858 -0.08 0.31 -0.13
C 2.05172 5.62980 -3.52072 0.06 -0.29 -0.21
H 1.57427 7.59009 -4.36236 0.03 -0.06 0.06
H 1.75822 7.55295 -2.60089 -0.01 -0.02 -0.08
H 3.96147 7.24685 -4.67098 0.01 0.04 0.09
H 3.94703 8.35741 -3.29167 -0.01 -0.09 -0.01
H 4.22802 6.53525 -1.72484 0.07 0.05 -0.02
H 5.16692 5.91641 -3.09987 -0.10 -0.09 0.04
H 2.02354 5.21947 -4.53596 -0.11 0.03 0.00
H 1.17771 5.26718 -2.97391 0.08 -0.07 0.02
```
Forces are in eV/Å.